{
  "formula": "C39H31GeN3O5PdS2",
  "method": "ωB97M-V/def2-TZVPD",
  "species": ["Pd", "C", "O", "C", "C", "C", "C", "C", "C", "N", "N", "C", "O", "C", "C", "C", "C", "C", "C", "C", "O", "H", "H", "H", "H", "H", "H", "H", "H", "H", "H", "H", "H", "O", "S", "O", "N", "C", "S", "C", "C", "C", "C", "C", "C", "H", "H", "H", "H", "C", "Ge", "C", "C", "C", "C", "C", "C", "C", "C", "C", "C", "C", "C", "C", "C", "C", "C", "H", "H", "H", "H", "H", "H", "H", "H", "H", "H", "H", "H", "H", "H", "H"],
  "xyz": [[1.078, -0.375, -0.072], [-0.168, -4.802, -4.039], [0.600, -3.941, -3.227], [0.972, -2.758, -3.763], [0.728, -2.361, -5.041], [1.187, -1.093, -5.520], [1.892, -0.267, -4.710], [2.146, -0.619, -3.350], [2.883, 0.270, -2.562], [3.026, 0.139, -1.254], [3.955, 0.849, -0.679], [3.832, 0.800, 0.704], [2.941, 0.259, 1.352], [4.931, 1.505, 1.431], [5.571, 2.612, 0.880], [6.576, 3.256, 1.589], [6.958, 2.786, 2.840], [6.319, 1.681, 3.389], [5.301, 1.048, 2.690], [1.631, -1.872, -2.811], [1.713, -2.203, -1.616], [-0.311, -5.716, -3.468], [0.348, -5.041, -4.974], [-1.142, -4.359, -4.268], [0.165, -3.000, -5.707], [0.957, -0.794, -6.534], [2.256, 0.686, -5.077], [3.358, 1.120, -3.055], [5.271, 2.955, -0.101], [7.069, 4.122, 1.161], [7.753, 3.281, 3.386], [6.614, 1.312, 4.365], [4.780, 0.197, 3.110], [-4.244, 1.908, 0.229], [-3.315, 2.430, -0.729], [-3.727, 2.524, -2.103], [-1.867, 1.655, -0.630], [-0.902, 2.469, -0.313], [0.747, 2.054, -0.175], [-1.340, 3.888, -0.048], [-0.580, 4.979, 0.339], [-1.233, 6.185, 0.572], [-2.614, 6.291, 0.427], [-3.372, 5.196, 0.032], [-2.706, 4.012, -0.203], [0.491, 4.879, 0.462], [-0.660, 7.052, 0.878], [-3.104, 7.236, 0.626], [-4.446, 5.268, -0.082], [0.125, -4.189, 0.285], [-0.349, -2.303, 0.529], [-1.832, -1.985, -0.750], [-3.082, -2.554, -0.495], [-4.135, -2.404, -1.388], [-3.954, -1.681, -2.562], [-2.723, -1.098, -2.827], [-1.676, -1.246, -1.924], [-1.222, -2.286, 2.327], [-1.403, -3.479, 2.984], [-1.992, -3.548, 4.271], [-2.396, -2.412, 4.903], [-2.248, -1.151, 4.271], [-2.692, 0.041, 4.899], [-2.574, 1.248, 4.273], [-1.995, 1.322, 2.987], [-1.548, 0.192, 2.369], [-1.659, -1.084, 2.980], [-0.800, -4.758, 0.159], [0.675, -4.570, 1.148], [0.742, -4.289, -0.610], [-3.240, -3.106, 0.428], [-5.101, -2.839, -1.162], [-4.777, -1.556, -3.256], [-2.579, -0.513, -3.728], [-0.739, -0.748, -2.136], [-1.095, -4.405, 2.514], [-2.112, -4.512, 4.753], [-2.842, -2.455, 5.892], [-3.135, -0.029, 5.888], [-2.933, 2.150, 4.755], [-1.912, 2.281, 2.491], [-1.114, 0.262, 1.382]],
  "charge": -1,
  "multiplicity": 4,
  "relative_energy_kcal_mol": 11.8,
  "s2": 3.80,
  "energy_ha": -5046.40561,
  "homo_lumo_gap_ev": [7.0, 6.0]
}

{
  "formula": "C39H32BrF13NO17",
  "method": "ωB97M-V/def2-TZVPD",
  "species": ["C", "C", "Br", "C", "C", "N", "C", "C", "C", "F", "F", "C", "F", "F", "C", "F", "F", "C", "F", "F", "F", "C", "C", "O", "C", "F", "F", "F", "C", "F", "C", "H", "H", "H", "H", "H", "H", "H", "H", "H", "H", "H", "H", "H", "H", "H", "H", "C", "C", "C", "O", "C", "C", "C", "O", "O", "O", "H", "H", "H", "H", "C", "C", "C", "O", "C", "C", "C", "O", "O", "O", "H", "H", "H", "H", "C", "C", "C", "O", "C", "C", "C", "O", "O", "O", "H", "H", "H", "H", "C", "C", "C", "O", "C", "C", "C", "O", "O", "O", "H", "H", "H", "H"],
  "xyz": [[5.744, 3.019, -0.347], [5.556, 3.647, -1.717], [5.369, 5.573, -1.582], [4.322, 3.095, -2.444], [4.484, 1.637, -2.708], [3.571, 0.743, -2.506], [2.187, 1.071, -2.076], [1.128, 0.115, -2.631], [-0.115, 0.070, -1.734], [-0.117, -1.088, -1.032], [-0.108, 1.086, -0.833], [-1.431, 0.169, -2.541], [-1.526, 1.429, -2.996], [-1.323, -0.653, -3.607], [-2.753, -0.230, -1.824], [-3.741, 0.010, -2.700], [-2.728, -1.543, -1.562], [-3.085, 0.527, -0.507], [-4.365, 0.365, -0.235], [-2.839, 1.825, -0.612], [-2.370, 0.034, 0.492], [4.060, -0.636, -2.709], [3.749, -1.558, -1.515], [3.763, -0.725, -0.358], [3.955, -1.326, 0.843], [5.248, -1.329, 1.165], [3.307, -0.641, 1.753], [3.538, -2.579, 0.856], [5.576, -0.451, -2.885], [6.229, -0.644, -1.674], [5.706, 1.009, -3.273], [6.108, 1.990, -0.427], [6.489, 3.581, 0.214], [4.821, 3.039, 0.238], [6.457, 3.498, -2.310], [3.475, 3.237, -1.772], [4.130, 3.636, -3.374], [2.198, 1.104, -0.988], [1.970, 2.066, -2.454], [1.464, -0.912, -2.729], [0.836, 0.447, -3.628], [3.665, -1.083, -3.625], [2.782, -2.042, -1.633], [4.498, -2.349, -1.474], [6.036, -1.142, -3.589], [5.551, 1.070, -4.365], [6.665, 1.492, -3.113], [-0.436, -6.352, 0.302], [0.527, -5.571, -0.204], [0.234, -4.483, -1.207], [1.181, -3.810, -1.596], [-1.123, -4.294, -1.652], [-2.094, -5.075, -1.151], [-1.808, -6.152, -0.128], [-2.758, -6.794, 0.273], [-3.363, -4.973, -1.496], [1.807, -5.682, 0.131], [-0.236, -7.131, 1.023], [-1.320, -3.521, -2.380], [-3.849, -5.650, -0.981], [2.284, -4.998, -0.375], [5.696, -2.250, 6.144], [5.927, -2.316, 4.828], [6.602, -3.505, 4.186], [6.741, -3.468, 2.974], [7.032, -4.599, 5.029], [6.806, -4.534, 6.350], [6.111, -3.355, 6.990], [5.940, -3.400, 8.192], [7.161, -5.483, 7.200], [5.587, -1.363, 3.965], [5.211, -1.405, 6.611], [7.525, -5.440, 4.562], [6.874, -5.183, 8.086], [5.883, -1.680, 3.088], [-5.660, 6.027, -0.842], [-6.764, 6.124, -1.597], [-6.950, 5.316, -2.861], [-7.993, 5.466, -3.466], [-5.885, 4.418, -3.275], [-4.786, 4.324, -2.518], [-4.609, 5.118, -1.246], [-3.570, 4.942, -0.632], [-3.754, 3.530, -2.795], [-7.780, 6.922, -1.309], [-5.520, 6.600, 0.063], [-6.021, 3.850, -4.184], [-3.125, 3.670, -2.057], [-8.445, 6.791, -2.014], [-7.220, 1.092, 1.758], [-7.539, 2.372, 1.990], [-8.581, 2.769, 3.007], [-8.782, 3.962, 3.149], [-9.271, 1.725, 3.738], [-8.954, 0.443, 3.504], [-7.896, 0.047, 2.502], [-7.668, -1.142, 2.374], [-9.528, -0.579, 4.122], [-6.978, 3.397, 1.360], [-6.474, 0.800, 1.034], [-10.024, 2.017, 4.456], [-9.108, -1.387, 3.766], [-7.393, 4.201, 1.734]],
  "charge": 1,
  "energy_ha": -6711.25792,
  "homo_lumo_gap_ev": 6.9
}

{
  "formula": "C39H32CrN7OS7Se",
  "method": "ωB97M-V/def2-TZVPD",
  "species": ["Cr", "S", "C", "C", "C", "C", "C", "C", "N", "C", "C", "C", "C", "C", "C", "C", "H", "H", "H", "H", "H", "H", "H", "H", "C", "S", "C", "C", "S", "S", "C", "S", "S", "H", "H", "H", "C", "C", "C", "C", "C", "N", "C", "O", "N", "C", "C", "C", "C", "N", "C", "C", "C", "H", "H", "H", "H", "H", "H", "H", "H", "H", "H", "H", "H", "H", "S", "C", "N", "C", "N", "C", "Se", "N", "C", "C", "C", "C", "C", "C", "H", "H", "H", "H", "H", "H", "H", "H"],
  "xyz": [[0.121, -0.196, 0.725], [-3.743, -2.388, 1.380], [-3.893, -0.883, 2.249], [-4.955, -0.436, 3.015], [-4.853, 0.809, 3.607], [-3.697, 1.575, 3.469], [-2.630, 1.120, 2.724], [-2.722, -0.118, 2.090], [-1.769, -0.709, 1.305], [-2.153, -1.897, 0.876], [-1.242, -2.668, 0.098], [-1.538, -3.926, -0.437], [-0.564, -4.609, -1.130], [0.687, -4.024, -1.306], [0.964, -2.767, -0.795], [0.014, -2.052, -0.078], [-5.824, -1.062, 3.151], [-5.676, 1.188, 4.192], [-3.631, 2.534, 3.960], [-1.718, 1.689, 2.642], [-2.524, -4.342, -0.298], [-0.760, -5.591, -1.537], [1.461, -4.554, -1.842], [1.945, -2.341, -0.983], [-5.444, 0.335, -0.882], [-3.680, 0.151, -1.274], [-3.052, 1.606, -0.526], [-1.729, 1.880, -0.536], [-0.544, 0.866, -1.300], [-1.247, 3.372, 0.271], [-2.835, 3.842, 0.817], [-3.151, 5.171, 1.704], [-4.094, 2.747, 0.301], [-5.928, -0.558, -1.257], [-5.830, 1.217, -1.384], [-5.577, 0.405, 0.194], [5.078, 4.053, 4.653], [5.527, 2.756, 4.060], [4.718, 1.630, 4.117], [5.130, 0.419, 3.594], [6.375, 0.318, 2.983], [6.873, -0.880, 2.441], [6.224, -2.013, 2.047], [6.773, -3.094, 2.052], [4.900, -1.903, 1.639], [4.226, -0.855, 1.036], [4.843, 0.265, 0.472], [4.039, 1.234, -0.100], [2.666, 1.074, -0.118], [2.066, 0.003, 0.404], [2.838, -0.930, 0.965], [7.202, 1.436, 2.941], [6.782, 2.636, 3.477], [3.994, 4.104, 4.719], [5.436, 4.896, 4.068], [5.479, 4.155, 5.661], [3.753, 1.694, 4.593], [4.496, -0.448, 3.692], [7.867, -1.026, 2.566], [4.429, -2.800, 1.631], [5.914, 0.359, 0.456], [4.474, 2.118, -0.535], [2.022, 1.820, -0.569], [2.322, -1.787, 1.380], [8.184, 1.350, 2.498], [7.440, 3.491, 3.446], [1.149, 2.379, 4.140], [0.839, 1.139, 3.215], [0.584, 0.211, 2.526], [2.652, -0.332, -6.482], [1.942, 0.717, -5.811], [1.557, 0.710, -4.511], [1.976, -0.514, -3.255], [0.827, 1.826, -4.280], [0.748, 2.574, -5.431], [0.162, 3.792, -5.732], [0.357, 4.298, -7.007], [1.072, 3.596, -7.972], [1.629, 2.359, -7.693], [1.474, 1.867, -6.407], [2.715, -1.188, -5.812], [3.663, -0.022, -6.747], [2.115, -0.615, -7.387], [0.382, 1.995, -3.385], [-0.417, 4.334, -5.002], [-0.056, 5.263, -7.260], [1.200, 4.031, -8.952], [2.164, 1.806, -8.447]],
  "multiplicity": 4,
  "relative_energy_kcal_mol": 0.0,
  "s2": 3.82,
  "energy_ha": -8197.27796,
  "homo_lumo_gap_ev": [7.0, 6.8]
}